Record 1
The following is a DFT calculation (ωB97M-V/def2-TZVPD) of a 2-piece molecular cluster, C4H6Br2O overall at a distorted geometry.

For the HOMO energy (alpha / beta), the calculation gives -8.350 / -8.351 eV. As for the spin multiplicity: 1. Its energy is -146370.651 eV. As for the HOMO-LUMO gap (alpha / beta): 7.1 / 7.1 eV. The energy above the lowest of the compared OMol25 structures with the same formula, charge and spin is 6.909 eV.

Each line ends with the Mulliken charge.
Positions of all 13 atoms, in Å:
C  1.15578  0.75093  0.30111  0.06
C  -1.00705  -0.45842  1.03200  -0.21
C  1.36373  2.17580  0.83928  -0.92
C  -0.78894  -1.69419  0.34810  -0.27
O  0.20745  -2.62766  0.81339  -0.45
Br  2.67572  -0.35237  0.46259  -0.07
Br  -2.39052  0.52195  0.27681  -0.06
H  0.79062  1.99865  1.76523  0.29
H  0.86975  2.95378  0.29856  0.31
H  2.38523  2.39255  1.04386  0.37
H  -0.47847  -1.43549  -0.68748  0.31
H  -1.78428  -2.26959  0.35642  0.34
H  0.73471  -2.05425  1.50528  0.29

Cartesian forces (eV/Å) of the 3 atoms listed first:
C -0.457 1.108 -0.031
C 1.133 0.909 1.225
C -0.120 -2.799 0.049


Record 2
The following is a DFT calculation (ωB97M-V/def2-TZVPD) of C4H6Br2O2S as an isolated structure at a distorted geometry.

For the HOMO energy, the calculation gives -9.005 eV. As for the spin multiplicity: 1. Its energy is -159258.096 eV. As for the HOMO-LUMO gap: 8.3 eV. The energy above the lowest of the compared OMol25 structures with the same formula, charge and spin is 1.539 eV.

Each line ends with the Mulliken charge.
Positions of all 15 atoms, in Å:
C  0.37943  -0.39899  -0.77505  0.59
C  -1.14678  -2.17810  -0.90765  -0.61
C  -0.33007  2.19796  1.46095  -0.68
C  1.63425  -0.00755  -0.12715  -0.16
O  -0.25202  0.29116  -1.46220  -0.49
O  0.09733  -1.69228  -0.50621  -0.26
S  0.65813  0.74660  1.79752  -0.02
Br  2.37191  1.58653  -0.83719  0.00
Br  2.86751  -1.18560  0.38290  0.06
H  -1.35150  -3.23429  -0.73004  0.26
H  -1.33715  -2.03493  -2.03358  0.26
H  -2.03004  -1.54674  -0.41213  0.24
H  -1.20101  2.21987  2.13103  0.34
H  -0.77779  2.07116  0.43995  0.24
H  0.41778  3.16519  1.57885  0.22

Cartesian forces (eV/Å) of the 3 atoms listed first:
C 1.038 -3.138 0.987
C -3.751 1.903 -1.594
C 1.597 1.876 -0.999


Record 3
The following is a DFT calculation (ωB97M-V/def2-TZVPD) of a 3-piece molecular cluster, C4H6BrFO overall at a distorted geometry.

For the HOMO energy, the calculation gives -10.331 eV. As for the spin multiplicity: 1. Its energy is -79049.603 eV. As for the HOMO-LUMO gap: 9.1 eV. The energy above the lowest of the compared OMol25 structures with the same formula, charge and spin is 2.703 eV.

Each line ends with the Mulliken charge.
Positions of all 13 atoms, in Å:
C  0.73389  0.29760  0.43264  0.80
C  0.58626  1.87271  0.40592  -1.22
C  0.08472  -1.82919  -0.51816  -0.36
C  -0.08400  -0.52088  -0.55872  -0.44
O  1.48584  -0.25344  1.15062  -0.49
F  -2.40662  -1.54005  0.48023  -0.54
Br  -0.61144  0.46210  -2.11745  -0.06
H  -0.37056  2.17848  0.02980  0.39
H  1.36831  2.17335  -0.25745  0.35
H  0.82834  2.25947  1.40942  0.34
H  0.47548  -2.07790  0.43259  0.32
H  -0.50579  -2.46130  -1.12988  0.33
H  -1.58443  -0.56096  0.24044  0.58

Cartesian forces (eV/Å) of the 3 atoms listed first:
C -1.462 2.860 -1.031
C 0.469 -2.064 1.073
C -1.735 0.465 0.425


Record 4
The following is a DFT calculation (ωB97M-V/def2-TZVPD) of an isolated molecule of C4H6BrFO2 at a distorted geometry.

For the HOMO energy, the calculation gives -10.733 eV. As for the spin multiplicity: 1. The SMILES is CC(C)(Br)C(=O)OF. Its energy is -81095.725 eV. As for the HOMO-LUMO gap: 10.7 eV. The energy above the lowest of the compared OMol25 structures with the same formula, charge and spin is 3.522 eV.

Each line ends with the Mulliken charge.
Positions of all 14 atoms, in Å:
C  0.30004  -0.81754  0.96721  0.44
C  -0.98551  1.01245  -0.20677  -1.60
C  0.67315  -0.41628  -1.53522  -1.38
C  0.23030  0.20258  -0.21046  0.82
O  0.94747  -1.80965  1.07872  -0.43
O  -0.60773  -0.30507  2.20137  -0.13
F  -0.60236  -1.16643  3.22529  -0.14
Br  1.57520  1.54325  0.37752  -0.05
H  -0.98681  1.87920  -0.78450  0.40
H  -1.22220  1.33373  0.80373  0.48
H  -1.91097  0.55086  -0.29067  0.45
H  1.11350  0.14996  -2.31020  0.41
H  -0.04122  -1.09828  -2.02858  0.33
H  1.51713  -1.05878  -1.28744  0.39

Cartesian forces (eV/Å) of the 3 atoms listed first:
C -0.196 -0.830 1.969
C -1.351 0.478 2.315
C 0.442 -2.260 0.867


Record 5
The following is a DFT calculation (ωB97M-V/def2-TZVPD) of an isolated molecule of C4H6BrN at a distorted geometry.

For the HOMO energy (alpha / beta), the calculation gives -8.743 / -9.526 eV. As for the spin multiplicity: 1. Its energy is -75773.667 eV. As for the HOMO-LUMO gap (alpha / beta): 8.1 / 8.6 eV. The energy above the lowest of the compared OMol25 structures with the same formula, charge and spin is 3.254 eV.

Each line ends with the Mulliken charge.
Positions of all 12 atoms, in Å:
C  0.57857  -0.48063  0.26435  0.85
C  -0.59455  0.48162  -0.26976  -0.03
C  0.44284  -1.83713  -0.34458  -1.05
C  -0.30222  1.84338  0.12411  -1.17
N  1.41671  -0.16277  1.10763  -0.58
Br  -2.34544  -0.17419  0.04101  -0.07
H  -0.19751  -1.67765  -1.14050  0.40
H  0.12352  -2.69042  0.32345  0.27
H  1.54031  -2.12673  -0.73320  0.28
H  0.61705  1.95515  0.62345  0.33
H  -0.99997  2.36904  0.70291  0.42
H  -0.27933  2.50033  -0.69886  0.34

Cartesian forces (eV/Å) of the 3 atoms listed first:
C -2.302 -0.361 -0.629
C 1.821 -1.325 2.078
C 4.001 -2.086 0.862


Record 6
The following is a DFT calculation (ωB97M-V/def2-TZVPD) of a 2-piece molecular cluster, C4H6BrN overall at a distorted geometry.

For the HOMO energy, the calculation gives -8.628 eV. As for the spin multiplicity: 1. Its energy is -75773.277 eV. As for the HOMO-LUMO gap: 8.2 eV. The energy above the lowest of the compared OMol25 structures with the same formula, charge and spin is 3.643 eV.

Each line ends with the Mulliken charge.
Positions of all 12 atoms, in Å:
C  -0.62680  -0.80187  1.85560  -0.72
C  -1.23258  -0.06675  0.74123  0.39
C  1.10505  -0.39472  -0.93056  -0.25
C  0.57322  0.68478  -1.78609  -0.65
N  -1.63167  0.49480  -0.18024  -0.52
Br  2.65814  0.09842  0.07295  -0.11
H  -1.19593  -0.54229  2.73676  0.33
H  -0.72782  -1.92505  1.46916  0.26
H  0.32215  -0.36691  2.00044  0.25
H  -0.51730  0.98514  -1.29376  0.36
H  0.14397  0.21111  -2.67224  0.31
H  1.12958  1.62335  -2.01325  0.37

Cartesian forces (eV/Å) of the 3 atoms listed first:
C -2.043 -1.646 -1.809
C -0.288 0.308 -0.174
C -0.391 0.735 -0.421


Record 7
The following is a DFT calculation (ωB97M-V/def2-TZVPD) of C4H6BrN3 as an isolated structure at a distorted geometry.

For the HOMO energy, the calculation gives -8.706 eV. As for the spin multiplicity: 1. Its energy is -78754.307 eV. As for the HOMO-LUMO gap: 9.2 eV. The energy above the lowest of the compared OMol25 structures with the same formula, charge and spin is 3.166 eV.

Each line ends with the Mulliken charge.
Positions of all 14 atoms, in Å:
C  1.82244  -0.14344  0.16032  0.00
C  0.24344  1.52511  0.04561  0.03
C  1.01962  -1.13416  -0.19025  -0.08
C  -0.70752  0.69941  -0.78449  -0.56
N  1.37807  1.13229  0.44701  -0.55
N  -0.80234  -0.68481  -0.36808  -0.13
N  -1.37201  -0.91611  0.85573  -0.43
Br  1.33260  -2.92002  -0.46887  -0.10
H  2.88740  -0.28451  0.31294  0.42
H  -0.05944  2.52458  0.33465  0.39
H  -1.71152  1.13830  -0.77110  0.32
H  -0.34747  0.68567  -1.82188  0.27
H  -2.18873  -1.50497  0.78027  0.20
H  -1.49455  -0.11734  1.46814  0.21

Cartesian forces (eV/Å) of the 3 atoms listed first:
C 0.383 -0.933 -0.240
C -0.171 0.038 -0.026
C -3.923 1.233 -0.470


Record 8
The following is a DFT calculation (ωB97M-V/def2-TZVPD) of an isolated molecule of C4H6BrN3O2 at a distorted geometry.

For the HOMO energy, the calculation gives -8.317 eV. As for the spin multiplicity: 1. Its energy is -82850.198 eV. As for the HOMO-LUMO gap: 8.6 eV. The energy above the lowest of the compared OMol25 structures with the same formula, charge and spin is 2.402 eV.

Each line ends with the Mulliken charge.
Positions of all 16 atoms, in Å:
C  -0.49530  0.67034  0.85377  0.65
C  -1.78968  1.45699  -1.21496  0.24
C  0.34463  -0.32458  0.18956  -0.72
C  0.16470  -1.77466  0.63212  0.47
N  -1.31087  1.49631  0.05687  -0.17
N  -1.19169  -3.23773  1.90904  -1.13
N  -0.70065  -2.11275  1.59265  0.42
O  -0.67478  0.79501  2.05033  -0.64
O  -2.73777  2.11332  -1.47967  -0.49
Br  0.37846  -2.95453  -0.88745  -0.21
H  0.18882  -0.31704  -0.89506  0.20
H  1.34794  0.05652  0.13512  0.39
H  -1.66424  2.17003  0.71564  0.24
H  -1.30079  0.58675  -1.78223  0.22
H  -1.04419  -4.01682  1.14079  0.23
H  -0.71863  -1.45644  2.28893  0.30

Cartesian forces (eV/Å) of the 3 atoms listed first:
C -2.083 0.601 -0.030
C 0.733 -2.476 0.586
C 0.336 -1.021 -1.197


Record 9
The following is a DFT calculation (ωB97M-V/def2-TZVPD) of a 2-piece molecular cluster, C4H6BrP overall at a distorted geometry.

For the HOMO energy (alpha / beta), the calculation gives -9.857 / -7.722 eV. As for the spin multiplicity: 1. Its energy is -83573.482 eV. As for the HOMO-LUMO gap (alpha / beta): 8.5 / 4.7 eV. The energy above the lowest of the compared OMol25 structures with the same formula, charge and spin is 2.596 eV.

Each line ends with the Mulliken charge.
Positions of all 12 atoms, in Å:
C  -0.67131  0.82568  -0.00321  -0.23
C  -1.41196  -0.27118  -0.00725  -0.60
C  0.80513  0.70395  0.30060  -0.18
C  0.99969  -0.79004  0.61499  -0.81
P  -0.58913  -1.78120  0.54783  0.04
Br  -1.29153  -0.12322  -3.05846  -0.23
H  -0.99524  1.84629  -0.47433  0.30
H  -2.46724  -0.34868  -0.23489  0.47
H  1.52209  0.95152  -0.45311  0.31
H  1.01791  1.17726  1.35819  0.21
H  1.55351  -1.17733  -0.19194  0.32
H  1.52807  -1.01305  1.60156  0.39

Cartesian forces (eV/Å) of the 3 atoms listed first:
C 1.398 3.823 -2.789
C -1.071 -2.622 0.728
C -1.109 -1.106 3.889


Record 10
The following is a DFT calculation (ωB97M-V/def2-TZVPD) of C4H6CaO2 as an isolated structure at a distorted geometry.

For the HOMO energy, the calculation gives -15.479 eV. As for the spin multiplicity: 1. The charge is +2. Its energy is -26760.849 eV. As for the HOMO-LUMO gap: 5.4 eV. The energy above the lowest of the compared OMol25 structures with the same formula, charge and spin is 0.000 eV.

Each line ends with the Mulliken charge.
Positions of all 13 atoms, in Å:
C  -0.84738  -0.45432  -0.12637  -0.32
C  0.52994  -0.38130  -0.72761  -0.41
H  0.82175  -1.35823  -1.13328  0.34
H  0.66686  0.55781  -1.35052  0.31
O  -2.91939  0.65085  0.32995  -0.47
C  -1.66175  0.61593  -0.11711  -0.14
H  -1.19056  -1.41165  0.27207  0.34
H  -3.50084  0.08768  -0.19665  0.36
H  -1.33606  1.59031  -0.49010  0.28
C  1.42040  0.01635  0.37843  0.20
O  2.59703  -0.37520  0.46804  -0.72
Ca  4.36654  -0.31906  1.60823  1.80
H  1.05346  0.78085  1.08494  0.42

Cartesian forces (eV/Å) of the 3 atoms listed first:
C -1.226 0.476 -0.199
C 0.040 0.572 1.338
H 0.263 0.695 -0.547


Record 11
The following is a DFT calculation (ωB97M-V/def2-TZVPD) of a 2-piece molecular cluster, C4H6Cl2F2O4S overall at a distorted geometry.

For the HOMO energy, the calculation gives -9.604 eV. As for the spin multiplicity: 1. Its energy is -53747.619 eV. As for the HOMO-LUMO gap: 10.1 eV.

Each line ends with the Mulliken charge.
Positions of all 19 atoms, in Å:
C  -2.22929  2.90146  -0.57037  -0.71
C  0.04719  -2.52327  0.85305  -0.82
C  -0.61745  1.20873  0.07388  0.57
C  3.46550  -1.11303  -0.55686  0.59
O  2.61893  -1.22229  -1.38216  -0.32
O  -2.27725  -0.79527  0.30448  -0.55
O  -1.60011  2.08180  0.46568  -0.28
O  0.20694  -1.12539  0.62522  -0.11
F  0.64104  1.57544  0.54101  -0.24
F  4.14422  -2.21371  0.06225  -0.21
S  -1.10364  -0.30544  1.03788  0.46
Cl  -0.41515  0.95699  -1.62701  -0.13
Cl  4.17966  0.35259  0.03880  -0.07
H  -1.38353  3.42640  -1.00010  0.38
H  -2.97060  3.35993  0.00473  0.24
H  -2.61607  2.26354  -1.50476  0.27
H  -1.01603  -2.76129  0.93760  0.43
H  0.72558  -2.89839  1.76029  0.26
H  0.20007  -3.16879  -0.06360  0.25

Cartesian forces (eV/Å) of the 3 atoms listed first:
C 1.459 -2.896 -2.126
C 0.702 -2.301 0.543
C 0.405 0.293 1.036


Record 12
The following is a DFT calculation (ωB97M-V/def2-TZVPD) of a 2-piece molecular cluster, C4H6Cl2NO4P overall.

For the HOMO energy, the calculation gives -10.751 eV. As for the spin multiplicity: 1. The SMILES is O=C1CCC(=O)O1.NP(=O)(Cl)Cl. Its energy is -48263.082 eV. As for the HOMO-LUMO gap: 11.3 eV. The energy above the lowest of the compared OMol25 structures with the same formula, charge and spin is 0.000 eV.

Each line ends with the Mulliken charge.
Positions of all 18 atoms, in Å:
C  -1.04246  -0.34677  0.71152  0.59
C  -1.19237  1.57519  -0.46313  0.49
C  -1.80589  -0.73292  -0.52897  -0.44
C  -1.71556  0.51009  -1.39770  -0.37
N  1.98713  -0.15845  1.76415  -0.44
O  -0.80956  0.98588  0.71936  -0.29
O  -0.69069  -1.05106  1.61344  -0.66
O  1.13679  -0.32588  -0.73493  -0.45
O  -1.09381  2.74370  -0.63976  -0.53
P  2.29932  -0.27832  0.15156  0.81
Cl  3.47840  1.27257  -0.23220  -0.20
Cl  3.48964  -1.87688  -0.13042  -0.23
H  -1.35049  -1.61735  -0.97013  0.23
H  -2.83086  -0.97984  -0.24533  0.35
H  -2.65536  0.82627  -1.84639  0.37
H  -0.97752  0.38803  -2.19285  0.20
H  2.71337  -0.45969  2.39032  0.26
H  1.05991  -0.47459  2.03144  0.31

Cartesian forces (eV/Å) of the 3 atoms listed first:
C -0.351 -0.561 -0.173
C -0.231 0.126 -0.615
C 0.039 -0.083 -0.066